Molecular formula: C28H30N6O6Se2Ti
Method: DFT, ωB97M-V with the def2-TZVPD basis set

Atoms and positions in Å:
Se1 -1.300 -2.786 -0.096
Se2 2.159 -1.712 -1.144
Ti1 -0.155 -0.343 -0.530
O1 2.432 -5.943 -1.012
O2 0.330 -3.152 2.542
O3 -2.903 0.073 0.834
O4 0.192 -0.626 1.427
O5 -1.622 -0.323 -1.675
O6 0.730 0.727 -1.880
N1 0.188 0.350 -4.177
N2 0.364 2.227 0.920
N3 -0.633 1.469 0.440
N4 -1.513 0.842 -2.332
N5 -4.910 0.336 -2.034
N6 -3.121 3.304 -4.280
C1 -1.850 3.546 0.205
C2 3.776 2.609 4.301
C3 4.148 3.872 3.838
C4 -3.849 0.590 -2.431
C5 0.780 -4.380 1.921
C6 2.803 1.861 3.687
C7 -3.071 4.178 0.267
C8 2.458 3.665 2.090
C9 3.473 4.394 2.739
C10 -4.259 3.473 0.404
C11 -2.651 1.206 -2.886
C12 1.263 -4.231 0.448
C13 -2.827 2.384 -3.638
C14 0.963 0.206 2.177
C15 2.043 -5.613 0.282
C16 2.280 -3.123 0.297
C17 -1.806 2.127 0.295
C18 -0.106 0.992 -5.459
C19 1.086 -0.753 -4.216
C20 1.730 -0.295 3.289
C21 -4.241 2.092 0.421
C22 2.031 2.398 2.561
C23 -2.988 1.425 0.457
C24 1.096 1.597 1.838
C25 2.505 0.533 4.121
C26 0.054 -4.194 -0.565
C27 -4.133 -0.715 0.984
C28 -0.063 1.059 -2.970
H1 -4.851 -0.222 1.693
H2 3.302 -5.576 -1.286
H3 4.883 4.498 4.318
H4 -0.153 -2.644 1.819
H5 2.080 -0.355 -4.018
H6 3.630 5.428 2.468
H7 0.494 -4.001 -1.532
H8 1.016 -1.185 -5.219
H9 4.347 2.172 5.132
H10 -5.177 4.080 0.527
H11 -3.763 -1.688 1.290
H12 2.681 0.254 5.151
H13 1.640 -4.716 2.580
H14 2.796 -5.612 1.079
H15 -0.095 2.172 -3.153
H16 -3.054 5.254 0.164
H17 1.935 4.033 1.215
H18 0.760 1.612 -5.763
H19 3.328 -3.446 0.088
H20 -0.961 1.692 -5.463
H21 -5.207 1.547 0.219
H22 1.324 -6.426 0.463
H23 -0.544 -5.115 -0.447
H24 -0.016 -5.154 1.935
H25 1.525 -1.327 3.473
H26 2.298 -2.544 1.203
H27 -4.678 -0.888 0.060
H28 -0.363 0.194 -6.171
H29 -0.939 4.152 0.176
H30 0.880 -1.540 -3.461

Computed properties:
Highest occupied orbital energy (alpha / beta)   -1.00 / -1.68 eV
<S²>   2.060
Maximum force   3.599 eV/A
Multiplicity   3
Molecular weight   752.37 g mol⁻¹
Total charge   -2

Results of the Mulliken charge analysis, in e, for atoms 1 through 5:
1. Se -0.588
2. Se -0.435
3. Ti 0.717
4. O -0.545
5. O -0.396